# C13H52N26O13

A 13-piece molecular cluster, C13H52N26O13 overall (wB97M-V/def2-TZVPD, the Open Molecules 2025 dataset).

Geometry as ORCA input:
```
! wB97M-V def2-TZVPD RIJCOSX def2/J DEFGRID3
* xyz 0 1
C 0.02 -0.14 -5.40
O -0.64 0.16 -4.42
N -0.49 -0.37 -6.64
N 1.39 -0.09 -5.37
H -0.04 -1.05 -7.24
H -1.47 -0.28 -6.85
H 2.02 -0.57 -5.98
H 1.77 0.41 -4.59
C -4.11 1.34 -1.04
O -5.21 1.27 -1.57
N -3.87 0.81 0.21
N -3.00 1.85 -1.63
H -3.00 1.00 0.66
H -4.72 0.43 0.60
H -3.00 2.03 -2.62
H -2.20 1.85 -1.02
C -2.05 1.15 3.80
O -1.93 1.13 2.58
N -3.26 0.90 4.38
N -1.09 1.59 4.65
H -3.36 0.98 5.38
H -3.94 0.60 3.71
H -1.31 1.81 5.60
H -0.25 1.93 4.21
C 2.95 3.07 -3.87
O 2.50 2.44 -2.92
N 2.46 2.99 -5.15
N 4.01 3.91 -3.72
H 2.99 3.29 -5.94
H 1.69 2.36 -5.24
H 4.26 4.46 -4.52
H 4.51 3.87 -2.85
C -1.72 -3.32 4.48
O -0.99 -4.25 4.78
N -1.30 -2.29 3.69
N -3.04 -3.29 4.82
H -1.65 -1.36 3.90
H -0.35 -2.25 3.38
H -3.31 -4.01 5.47
H -3.66 -2.56 4.54
C 2.06 -3.21 1.44
O 1.39 -2.85 0.47
N 1.53 -3.65 2.62
N 3.42 -3.17 1.43
H 0.55 -3.88 2.67
H 2.13 -4.01 3.34
H 3.93 -3.85 1.98
H 3.91 -2.90 0.59
C -0.13 0.90 -0.39
O -0.26 2.02 0.12
N -0.19 -0.28 0.34
N 0.50 0.71 -1.57
H 0.11 -1.12 -0.12
H -0.19 -0.13 1.33
H 0.63 -0.18 -2.03
H 0.61 1.57 -2.10
C -2.18 5.16 0.44
O -1.46 5.32 -0.54
N -2.14 4.01 1.17
N -3.06 6.10 0.91
H -1.60 3.25 0.78
H -3.00 3.75 1.63
H -3.69 5.89 1.66
H -3.15 6.95 0.40
C -1.97 -5.36 1.15
O -3.16 -5.23 0.93
N -1.42 -6.53 1.59
N -1.07 -4.34 0.96
H -0.43 -6.67 1.66
H -2.02 -7.29 1.83
H -1.28 -3.49 0.48
H -0.10 -4.58 0.96
C 2.00 5.41 -0.37
O 3.18 5.70 -0.54
N 1.38 4.39 -1.00
N 1.16 6.16 0.41
H 0.42 4.17 -0.81
H 1.90 3.70 -1.52
H 1.61 6.95 0.84
H 0.18 6.14 0.17
C -1.03 -2.88 -2.41
O 0.10 -2.43 -2.59
N -1.98 -2.15 -1.76
N -1.45 -4.08 -2.86
H -1.66 -1.26 -1.42
H -2.87 -2.51 -1.47
H -0.76 -4.64 -3.33
H -2.39 -4.41 -2.75
C 2.41 0.17 3.65
O 1.92 1.07 4.30
N 2.34 0.08 2.29
N 3.21 -0.78 4.24
H 2.75 -0.67 1.77
H 1.82 0.76 1.75
H 3.56 -1.58 3.76
H 2.98 -0.82 5.23
C 3.55 -1.25 -2.15
O 4.23 -0.94 -3.10
N 3.29 -0.46 -1.08
N 2.96 -2.48 -2.00
H 3.40 0.54 -1.12
H 2.65 -0.80 -0.38
H 2.31 -2.76 -1.29
H 2.92 -3.05 -2.83
*
```

**DFT total energy**: -2928.90406 a.u.
**Frontier orbital gap**: 8.23 eV
**Energy above the lowest of the compared OMol25 structures with the same formula, charge and spin**: 42.9 kcal/mol

These are the Löwdin partial charges, in e, on atoms 1 to 4: -0.680 0.037 0.143 0.158

# C13H52N26O13

A 13-piece molecular cluster, C13H52N26O13 overall (wB97M-V/def2-TZVPD, the Open Molecules 2025 dataset).

Geometry as ORCA input:
```
! wB97M-V def2-TZVPD RIJCOSX def2/J DEFGRID3
* xyz 0 1
C 16.08 -11.96 -27.91
O 16.26 -12.95 -28.63
N 15.07 -11.08 -28.01
N 17.04 -11.61 -27.03
H 15.05 -10.31 -27.37
H 14.38 -11.06 -28.73
H 17.83 -12.18 -26.77
H 16.88 -10.79 -26.48
C 22.16 -11.31 -21.38
O 23.12 -10.69 -21.82
N 21.89 -12.58 -21.71
N 21.23 -10.79 -20.54
H 22.34 -13.08 -22.46
H 21.29 -13.10 -21.09
H 21.20 -9.81 -20.30
H 20.41 -11.29 -20.26
C 20.21 -12.18 -25.43
O 19.02 -11.94 -25.13
N 20.89 -13.30 -25.05
N 20.92 -11.52 -26.35
H 21.86 -13.40 -25.32
H 20.46 -14.11 -24.64
H 21.82 -11.87 -26.63
H 20.54 -10.70 -26.80
C 23.47 -14.50 -28.00
O 22.48 -14.27 -27.30
N 24.71 -13.98 -27.81
N 23.47 -15.43 -29.01
H 25.56 -14.31 -28.23
H 24.64 -13.27 -27.09
H 24.38 -15.82 -29.19
H 22.59 -15.87 -29.22
C 20.24 -8.50 -24.25
O 21.06 -7.85 -24.92
N 20.58 -9.39 -23.29
N 18.93 -8.43 -24.43
H 21.58 -9.51 -23.15
H 19.91 -10.08 -23.01
H 18.60 -7.84 -25.18
H 18.19 -8.88 -23.91
C 24.74 -12.11 -24.45
O 24.00 -12.16 -25.47
N 25.67 -11.15 -24.27
N 24.65 -13.02 -23.50
H 26.08 -11.16 -23.36
H 25.81 -10.40 -24.93
H 25.19 -12.83 -22.67
H 24.08 -13.84 -23.59
C 17.81 -11.20 -21.61
O 17.44 -10.14 -22.09
N 17.67 -11.55 -20.31
N 18.42 -12.18 -22.35
H 17.05 -10.98 -19.77
H 17.95 -12.46 -19.99
H 18.57 -13.04 -21.85
H 18.60 -11.99 -23.34
C 19.35 -16.50 -26.17
O 18.52 -15.59 -26.21
N 20.69 -16.29 -26.29
N 19.03 -17.81 -26.01
H 21.18 -17.13 -26.53
H 21.10 -15.38 -26.49
H 18.10 -18.10 -25.81
H 19.78 -18.47 -26.12
C 20.51 -16.33 -22.55
O 21.14 -15.29 -22.79
N 19.19 -16.45 -22.74
N 21.11 -17.42 -21.99
H 18.64 -17.22 -22.42
H 18.75 -15.66 -23.19
H 21.97 -17.20 -21.52
H 20.44 -18.08 -21.64
C 24.15 -8.50 -26.53
O 25.19 -8.91 -27.05
N 23.30 -9.33 -25.87
N 23.78 -7.20 -26.51
H 22.57 -8.89 -25.31
H 23.74 -10.18 -25.57
H 22.88 -6.97 -26.15
H 24.40 -6.50 -26.88
C 19.64 -13.58 -29.91
O 20.64 -13.26 -30.56
N 19.64 -13.78 -28.57
N 18.43 -13.53 -30.50
H 18.88 -14.31 -28.17
H 20.55 -13.76 -28.14
H 17.63 -13.41 -29.88
H 18.34 -13.22 -31.45
C 19.51 -9.27 -29.36
O 20.25 -8.36 -29.71
N 18.54 -9.84 -30.08
N 19.47 -9.60 -28.05
H 18.36 -9.53 -31.01
H 17.80 -10.44 -29.74
H 20.14 -9.14 -27.46
H 18.97 -10.39 -27.67
C 24.48 -16.46 -24.17
O 25.61 -16.84 -24.42
N 23.56 -16.13 -25.11
N 24.04 -16.14 -22.92
H 22.59 -16.24 -24.85
H 23.85 -16.11 -26.07
H 23.08 -15.82 -22.84
H 24.54 -16.18 -22.05
*
```

**DFT total energy**: -2928.90402 a.u.
**Frontier orbital gap**: 8.01 eV
**Energy above the lowest of the compared OMol25 structures with the same formula, charge and spin**: 43.0 kcal/mol

These are the Löwdin partial charges, in e, on atoms 1 to 4: -0.668 -0.010 0.167 0.163

# C13H66Cl2O22P

A 20-piece molecular cluster, C13H66Cl2O22P overall (wB97M-V/def2-TZVPD, the Open Molecules 2025 dataset).

Geometry as ORCA input:
```
! wB97M-V def2-TZVPD RIJCOSX def2/J DEFGRID3
* xyz -1 1
C 7.27 -2.32 2.01
O 7.50 -1.35 0.93
C 6.45 -0.32 0.88
C 5.07 -0.79 0.10
C 4.28 0.61 -0.33
C 2.64 0.49 -0.05
C 2.02 1.76 0.78
C 0.64 2.39 0.17
C -0.54 1.30 -0.16
C -1.00 0.38 1.12
C -2.62 0.34 1.53
O -3.25 -1.01 1.36
P -2.38 -1.55 -0.08
C -1.93 -3.30 0.54
Cl -3.57 -4.19 0.84
C -1.06 -4.21 -0.51
C 0.45 -3.61 -0.84
Cl -2.00 -4.48 -2.13
O -0.82 -1.00 0.56
H 6.95 -1.80 3.02
H 6.42 -3.08 1.72
H 8.31 -2.88 2.19
H 6.18 0.00 1.98
H 6.89 0.60 0.26
H 5.27 -1.45 -0.86
H 4.37 -1.34 0.89
H 4.71 1.49 0.35
H 4.46 0.87 -1.47
H 2.12 0.47 -1.11
H 2.39 -0.49 0.56
H 1.88 1.48 1.93
H 2.82 2.65 0.79
H 0.19 3.19 0.88
H 0.94 2.88 -0.88
H -0.13 0.58 -1.02
H -1.50 1.83 -0.59
H -0.45 0.57 2.15
H -2.57 0.42 2.71
H -3.25 1.29 1.22
H -3.58 -2.04 -0.77
H -1.74 -1.74 -1.37
H -2.80 -0.28 -0.63
H -1.33 -3.30 1.56
H -0.88 -5.31 -0.09
H 0.46 -2.79 -1.68
H 1.21 -4.49 -0.99
H 0.80 -3.05 0.16
O -6.68 -6.30 1.80
H -6.84 -5.53 2.37
H -5.94 -6.03 1.24
O -3.68 2.11 -0.72
H -3.88 1.88 -1.64
H -4.55 2.18 -0.30
O -6.01 4.26 0.21
H -6.29 5.07 -0.25
H -5.21 4.53 0.68
O -7.69 3.84 -2.25
H -7.24 3.49 -1.47
H -7.97 3.05 -2.73
O 7.65 -4.55 3.66
H 6.96 -4.94 4.22
H 7.67 -5.12 2.88
O 2.73 5.01 0.38
H 2.58 5.77 0.95
H 3.47 5.27 -0.18
O 1.05 -6.51 -0.48
H 0.73 -7.33 -0.07
H 0.70 -6.54 -1.38
O -9.94 1.75 -3.26
H -10.22 0.82 -3.22
H -10.66 2.23 -2.84
O 1.71 -3.87 1.97
H 1.73 -4.77 1.62
H 0.87 -3.80 2.43
O -11.54 2.98 -5.80
H -10.89 2.92 -6.52
H -11.07 2.64 -5.03
O -2.58 0.88 -3.11
H -1.67 0.92 -3.44
H -3.06 0.43 -3.82
O -4.87 6.72 -1.35
H -4.44 6.32 -2.12
H -5.21 7.57 -1.68
O -10.91 -1.13 -4.45
H -11.24 -1.94 -4.05
H -11.27 -1.15 -5.35
O 1.08 4.22 -2.68
H 1.46 4.59 -1.87
H 1.84 4.13 -3.27
O 8.76 -4.06 -0.37
H 8.61 -3.29 0.20
H 9.51 -3.79 -0.93
O -3.60 9.20 -0.55
H -3.88 8.27 -0.51
H -4.33 9.68 -0.12
O 10.01 -2.80 3.52
H 10.94 -3.05 3.59
H 9.53 -3.62 3.72
O 4.01 7.19 2.02
H 3.71 8.11 1.95
H 4.76 7.24 2.63
O 8.41 -6.47 6.19
H 8.26 -5.86 5.45
H 9.31 -6.27 6.48
*
```

**DFT total energy**: -3451.62413 a.u.
**Frontier orbital gap**: 5.58 eV

These are the Löwdin partial charges, in e, on atoms 1 to 4: -0.147 -0.270 -0.224 -0.168

# C13H6Br2NO2S8SbW

C13H6Br2NO2S8SbW as an isolated structure (wB97M-V/def2-TZVPD, the Open Molecules 2025 dataset).

Geometry as ORCA input:
```
! wB97M-V def2-TZVPD RIJCOSX def2/J DEFGRID3
* xyz -2 3
W -0.76 -0.02 -1.47
S 1.73 -1.40 -4.81
Sb 0.20 -1.89 -3.25
S -2.77 -1.38 -1.20
S -2.77 -0.12 -2.81
S -0.42 -4.06 -3.28
O 4.83 3.33 -4.11
C 3.86 2.78 -3.62
S 2.25 2.82 -4.33
C 1.44 1.90 -3.08
C 2.20 1.44 -2.08
S 1.58 0.53 -0.73
S 3.91 1.83 -2.14
S -0.29 1.67 -3.21
C 0.49 -2.90 0.11
C 0.01 -1.89 1.10
C 0.13 -2.16 2.47
C -0.31 -1.28 3.41
C -0.90 -0.07 2.98
C -1.41 0.93 3.85
Br -1.33 0.70 5.74
C -1.98 2.07 3.34
C -2.05 2.27 1.97
Br -2.84 3.86 1.32
C -1.56 1.35 1.04
O -1.60 1.51 -0.22
C -0.98 0.16 1.59
N -0.52 -0.76 0.68
H 0.80 -3.81 0.61
H 1.34 -2.50 -0.45
H -0.29 -3.15 -0.62
H 0.58 -3.10 2.77
H -0.22 -1.48 4.46
H -2.37 2.83 4.01
*
```

**DFT total energy**: -9345.38576 a.u.
**Frontier orbital gap (spin up / spin down)**: 4.90 / 5.42 eV
**Energy above the lowest of the compared OMol25 structures with the same formula, charge and spin**: 8.1 kcal/mol

These are the natural (NBO) partial charges, in e, on atoms 1 to 4: 0.455 -0.808 1.185 -0.281

# C13H6Cl3F5IMgNO

C13H6Cl3F5IMgNO as an isolated structure (wB97M-V/def2-TZVPD, the Open Molecules 2025 dataset).

Geometry as ORCA input:
```
! wB97M-V def2-TZVPD RIJCOSX def2/J DEFGRID3
* xyz 0 1
Mg 0.38 0.43 -0.60
Cl 3.37 -5.55 2.06
C 2.97 -4.03 1.31
C 1.65 -3.66 1.17
C 1.37 -2.45 0.56
Cl -0.30 -1.95 0.37
C 2.34 -1.57 0.07
O 2.04 -0.44 -0.49
C 3.67 -2.01 0.24
Cl 4.94 -0.97 -0.32
C 3.98 -3.21 0.84
H 0.85 -4.30 1.53
H 5.02 -3.50 0.95
F -1.76 -0.39 -2.45
C -1.20 0.81 -2.01
F -2.24 1.46 -1.34
C -0.98 1.63 -3.28
F -0.46 2.83 -2.95
F -0.09 1.01 -4.08
F -2.09 1.85 -3.99
I 2.16 3.10 0.31
C 0.56 2.58 1.54
C 0.29 3.30 2.69
C -0.81 2.93 3.45
C -1.60 1.87 3.03
C -1.25 1.21 1.87
N -0.17 1.55 1.14
H 0.92 4.13 2.98
H -1.06 3.47 4.35
H -2.47 1.56 3.58
H -1.84 0.38 1.50
*
```

**DFT total energy**: -3006.78621 a.u.
**Frontier orbital gap**: 7.55 eV
**Energy above the lowest of the compared OMol25 structures with the same formula, charge and spin**: 0.0 kcal/mol

These are the natural (NBO) partial charges, in e, on atoms 1 to 4: 1.636 0.002 -0.068 -0.232

# C13H6Cl4CuN2O2S

C13H6Cl4CuN2O2S as an isolated structure (wB97M-V/def2-TZVPD, the Open Molecules 2025 dataset).

Geometry as ORCA input:
```
! wB97M-V def2-TZVPD RIJCOSX def2/J DEFGRID3
* xyz -1 1
Cu -0.55 1.58 -1.62
Cl -2.37 -4.71 -1.78
C -1.46 -3.24 -1.88
C -0.08 -3.29 -1.93
Cl 0.76 -4.80 -1.83
C 0.64 -2.09 -2.05
Cl 2.38 -2.11 -2.05
C 0.02 -0.84 -2.15
O 0.71 0.26 -2.29
C -1.43 -0.79 -2.03
O -2.04 0.37 -1.98
C -2.11 -2.00 -1.92
Cl -3.84 -1.94 -1.77
N -2.69 2.33 0.54
C -1.45 2.10 1.05
N -0.40 1.99 0.31
C 0.72 1.61 1.05
C 1.96 1.29 0.53
C 2.97 0.94 1.41
C 2.76 0.91 2.79
C 1.51 1.21 3.32
C 0.50 1.54 2.43
S -1.18 1.88 2.78
H -2.79 1.96 -0.40
H -3.47 2.14 1.16
H 2.09 1.25 -0.54
H 3.94 0.65 1.02
H 3.57 0.65 3.45
H 1.33 1.17 4.38
*
```

**DFT total energy**: -4638.55438 a.u.
**Frontier orbital gap**: 5.65 eV

These are the natural (NBO) partial charges, in e, on atoms 1 to 4: 0.871 -0.015 -0.118 -0.116

# C13H6CrF3N2O5S

C13H6CrF3N2O5S as an isolated structure (wB97M-V/def2-TZVPD, the Open Molecules 2025 dataset).

Geometry as ORCA input:
```
! wB97M-V def2-TZVPD RIJCOSX def2/J DEFGRID3
* xyz 0 2
Cr -0.25 -0.55 0.00
O -3.75 0.76 4.68
C -2.96 0.57 3.62
C -3.35 0.90 2.32
C -2.46 0.66 1.28
N -1.25 0.14 1.51
C -0.89 -0.23 2.74
C -1.71 -0.03 3.83
C 0.47 -0.97 2.69
O 1.05 -1.27 3.70
O 0.81 -1.20 1.48
C -2.70 0.83 -0.23
O -3.69 1.40 -0.64
O -1.76 0.27 -0.90
H -4.60 1.16 4.43
H -4.32 1.32 2.10
H -1.40 -0.34 4.81
F 3.59 -1.52 -4.83
C 2.62 -1.81 -3.95
F 3.00 -2.94 -3.34
F 1.54 -2.12 -4.67
C 2.38 -0.68 -2.99
C 3.11 0.50 -3.06
C 2.84 1.51 -2.14
C 1.86 1.31 -1.19
N 1.15 0.18 -1.12
C 1.40 -0.82 -2.00
S 0.39 -2.15 -1.70
H 3.87 0.63 -3.81
H 3.39 2.44 -2.17
H 1.62 2.07 -0.46
*
```

**DFT total energy**: -2727.04661 a.u.
**Frontier orbital gap (spin up / spin down)**: 7.44 / 7.59 eV

These are the natural (NBO) partial charges, in e, on atoms 1 to 4: 1.200 -0.627 0.389 -0.302

# C13H6MnNO2S5

C13H6MnNO2S5 as an isolated structure (wB97M-V/def2-TZVPD, the Open Molecules 2025 dataset).

Geometry as ORCA input:
```
! wB97M-V def2-TZVPD RIJCOSX def2/J DEFGRID3
* xyz -1 2
Mn -0.72 -1.08 1.23
S -7.55 0.37 3.24
C -5.99 0.04 2.78
S -5.05 -1.24 3.44
C -3.59 -0.99 2.51
C -3.64 0.02 1.64
S -2.28 0.44 0.62
S -5.13 0.91 1.58
S -2.19 -2.00 2.73
O 2.38 -3.54 1.17
C 1.56 -2.65 1.07
O 0.42 -2.58 1.63
C 1.87 -1.50 0.10
C 3.10 -1.53 -0.58
C 3.40 -0.52 -1.43
C 2.48 0.52 -1.60
C 2.74 1.61 -2.48
C 1.84 2.61 -2.62
C 0.63 2.57 -1.90
C 0.34 1.54 -1.05
C 1.26 0.48 -0.88
N 0.97 -0.57 -0.03
H 3.76 -2.37 -0.38
H 4.34 -0.50 -1.97
H 3.68 1.62 -3.02
H 2.04 3.44 -3.29
H -0.09 3.37 -2.01
H -0.58 1.54 -0.50
*
```

**DFT total energy**: -3846.30943 a.u.
**Frontier orbital gap (spin up / spin down)**: 5.83 / 5.89 eV

These are the natural (NBO) partial charges, in e, on atoms 1 to 4: 0.857 -0.186 -0.571 0.477

What is the DFT total energy in the third record? -3451.62413 a.u.

Which value of DFT total energy does entry 3 give? -3451.62413 a.u.

Repeat the eighth record exactly.
# C13H6MnNO2S5

C13H6MnNO2S5 as an isolated structure (wB97M-V/def2-TZVPD, the Open Molecules 2025 dataset).

Geometry as ORCA input:
```
! wB97M-V def2-TZVPD RIJCOSX def2/J DEFGRID3
* xyz -1 2
Mn -0.72 -1.08 1.23
S -7.55 0.37 3.24
C -5.99 0.04 2.78
S -5.05 -1.24 3.44
C -3.59 -0.99 2.51
C -3.64 0.02 1.64
S -2.28 0.44 0.62
S -5.13 0.91 1.58
S -2.19 -2.00 2.73
O 2.38 -3.54 1.17
C 1.56 -2.65 1.07
O 0.42 -2.58 1.63
C 1.87 -1.50 0.10
C 3.10 -1.53 -0.58
C 3.40 -0.52 -1.43
C 2.48 0.52 -1.60
C 2.74 1.61 -2.48
C 1.84 2.61 -2.62
C 0.63 2.57 -1.90
C 0.34 1.54 -1.05
C 1.26 0.48 -0.88
N 0.97 -0.57 -0.03
H 3.76 -2.37 -0.38
H 4.34 -0.50 -1.97
H 3.68 1.62 -3.02
H 2.04 3.44 -3.29
H -0.09 3.37 -2.01
H -0.58 1.54 -0.50
*
```

**DFT total energy**: -3846.30943 a.u.
**Frontier orbital gap (spin up / spin down)**: 5.83 / 5.89 eV

These are the natural (NBO) partial charges, in e, on atoms 1 to 4: 0.857 -0.186 -0.571 0.477